[1]
Molecular formula: C22H21NO2S
Method: DFT, ωB97M-V/def2-TZVPD

Element x y z (Å)
C: -3.68375 -2.98564 -0.27620
O: -5.01269 -2.54671 -0.12282
C: -5.34504 -1.24228 -0.05940
C: -6.68195 -0.99325 -0.38234
C: -7.16524 0.29300 -0.48563
C: -6.30756 1.36420 -0.32467
C: -4.98405 1.13763 0.02514
S: -4.00960 2.58881 0.20544
C: -2.38000 1.95509 0.27901
C: -1.32330 2.83538 0.04913
C: -0.02266 2.40022 0.14991
C: 0.25128 1.07149 0.49979
C: 1.58714 0.62367 0.61523
C: 2.73160 0.25244 0.67266
C: 4.09764 -0.21704 0.89312
N: 4.30807 -0.57443 2.29661
C: 5.09512 0.89138 0.52207
C: 5.03867 1.21199 -0.96766
C: 5.32004 -0.03741 -1.79588
C: 4.31288 -1.13079 -1.45466
C: 4.36428 -1.46241 0.03287
C: -0.80480 0.20371 0.74326
C: -2.12637 0.62956 0.63000
C: -3.19196 -0.35055 0.91737
O: -2.99845 -1.26499 1.70365
C: -4.48564 -0.15886 0.24107
H: -3.17542 -3.07035 0.68861
H: -3.75435 -3.96855 -0.74299
H: -3.11102 -2.31116 -0.92083
H: -7.31585 -1.84662 -0.56213
H: -8.20188 0.46366 -0.73110
H: -6.64886 2.37865 -0.45880
H: -1.54359 3.85999 -0.20924
H: 0.79564 3.08007 -0.03530
H: 3.66900 -1.31186 2.57440
H: 4.13939 0.22703 2.89548
H: 6.09295 0.54527 0.79652
H: 4.87380 1.78713 1.10768
H: 5.76847 1.98977 -1.20164
H: 4.04555 1.59449 -1.21666
H: 5.26427 0.20096 -2.85993
H: 6.33028 -0.39459 -1.58312
H: 4.52427 -2.03034 -2.03639
H: 3.30696 -0.79022 -1.71316
H: 5.35035 -1.84521 0.30120
H: 3.62505 -2.23097 0.27147
H: -0.61867 -0.82139 1.02889

Properties
SMILES: COc1cccc2sc3ccc(C#CC4(N)CCCCC4)cc3c(=O)c12
HOMO level in eV: -7.95
Relative energy (zero: lowest compared OMol25 entry of this formula, charge and spin) in kcal per mole: 14.0
Orbital gap in Ha: 0.289
Molar mass in g/mol: 363.48
Energy in eV: -39574.0744

Atom charges from the Mulliken analysis, given in e for atoms 1 to 5:
1. C -0.77
2. O -0.46
3. C 0.37
4. C -0.54
5. C -0.57



[2]
Molecular formula: C32H34N2OP2Sc
Method: DFT, ωB97M-V/def2-TZVPD

Element x y z (Å)
C: -1.12903 -1.91849 -4.71581
C: -1.21713 -0.73188 -3.99581
C: -2.39094 -0.47847 -3.21159
C: -3.44582 -1.46944 -3.17036
C: -3.30852 -2.64944 -3.94887
C: -2.17121 -2.86541 -4.70568
C: -4.51940 -1.24168 -2.30449
C: -4.60784 -0.07801 -1.53635
C: -3.52161 0.87173 -1.63887
C: -3.52630 2.03678 -0.80511
C: -4.58379 2.23485 0.07532
C: -5.65349 1.32422 0.15333
C: -5.67223 0.18804 -0.63404
H: -0.22789 -2.12244 -5.29694
H: -4.11569 -3.38293 -3.90637
H: -2.07078 -3.77970 -5.28636
H: -5.31296 -1.98713 -2.23902
H: -4.57941 3.11739 0.71633
H: -6.46930 1.51525 0.84582
H: -6.48431 -0.53873 -0.57476
N: -2.44136 0.60624 -2.40750
Sc: 0.06028 -0.05730 0.03830
C: -0.06331 0.25645 -3.94207
H: -0.45846 1.27985 -3.82472
H: 0.55318 0.17298 -4.84587
C: -2.33766 2.97149 -0.86031
H: -1.96765 3.02723 -1.89797
H: -2.61198 3.96531 -0.48147
P: 0.99797 -0.05449 -2.45702
P: -0.91239 2.34172 0.15583
C: -1.44869 2.77815 1.84137
H: -0.61791 2.62242 2.53933
H: -1.75410 3.83351 1.86584
H: -2.28373 2.13794 2.14680
C: 0.31936 3.64699 -0.18994
H: -0.10854 4.63144 0.04741
H: 1.22026 3.48086 0.41280
H: 0.60321 3.61171 -1.24976
C: 1.75773 -1.68190 -2.80603
H: 2.23346 -1.69299 -3.79506
H: 2.50703 -1.90090 -2.03341
H: 0.98873 -2.46425 -2.75788
C: 2.39700 1.09346 -2.66569
H: 3.09863 0.94756 -1.83464
H: 2.91276 0.90972 -3.61818
H: 2.02927 2.12826 -2.62822
C: -0.91009 -0.54894 1.96357
O: -1.45749 -0.84541 2.94069
H: -1.30562 -1.13414 -0.28891
C: 3.86755 -3.53088 1.34564
C: 2.55541 -3.44491 0.86212
C: 1.97765 -2.19290 0.65227
C: 2.73850 -1.01344 0.90357
C: 4.06903 -1.12158 1.35089
C: 4.62069 -2.37540 1.58695
N: 2.10872 0.22169 0.75496
C: 2.53951 1.35805 1.47599
C: 1.88330 1.70155 2.68227
C: 2.32504 2.78676 3.43437
C: 3.42794 3.52955 2.99678
C: 4.06464 3.21779 1.78888
C: 3.62743 2.13728 1.03003
H: 4.29867 -4.51769 1.52340
H: 1.96242 -4.33594 0.64412
H: 0.90845 -2.12601 0.34213
H: 4.65540 -0.22059 1.52972
H: 5.64197 -2.46301 1.96375
H: 1.06232 1.05888 3.02663
H: 1.80704 3.03593 4.36457
H: 3.77273 4.37665 3.58992
H: 4.91531 3.81021 1.44350
H: 4.12997 1.84927 0.10471

Properties
HOMO level in eV: -10.06
Relative energy (zero: lowest compared OMol25 entry of this formula, charge and spin) in kcal per mole: 0.0
Net charge: +1
Orbital gap in Ha: 0.228
Molar mass in g/mol: 569.54
Energy in eV: -78037.3861

Atom charges from the Mulliken analysis, given in e for atoms 1 to 5:
1. C -0.29
2. C 0.12
3. C -0.09
4. C 1.06
5. C -0.94



[3]
Molecular formula: C4H7NOS
Method: DFT, ωB97M-V/def2-TZVPD

Element x y z (Å)
C: -1.29008 -0.84985 -0.40641
C: -0.68724 0.02846 0.76222
C: -1.06434 -0.31729 1.99853
C: 1.61223 0.53860 -0.49915
H: 0.27813 -1.22818 -1.38490
H: -1.29655 -1.72689 -2.27838
H: -1.98825 -0.08386 -0.64222
H: -1.99316 -1.74710 0.04134
H: -1.79191 -1.32305 2.11376
H: -1.20704 0.30068 3.23303
H: 2.47140 1.18755 -0.98730
N: -0.68361 -0.96769 -1.74035
O: 1.72067 -0.73008 -0.45562
S: 0.32024 1.30224 0.28756

Properties
HOMO level in eV: -8.96
Relative energy (zero: lowest compared OMol25 entry of this formula, charge and spin) in kcal per mole: 111.8
Orbital gap in Ha: 0.345
Molar mass in g/mol: 117.17
Energy in eV: -18629.7008

Atom charges from the Mulliken analysis, given in e for atoms 1 to 5:
1. C -0.61
2. C 0.54
3. C -0.63
4. C 0.20
5. H 0.30



Q: The lowest HOMO level belongs to which entry?
A: C32H34N2OP2Sc